# 1
Below is an isolated molecule of C2H6BrP in a non-equilibrium geometry, with properties calculated with wB97M-V/def2-TZVPD.

```
! RIJCOSX wB97M-V def2-TZVPD def2/J DEFGRID3
* xyz 0 1
H 2.118 -1.907 -0.483
H 1.562 -0.244 -1.592
H -1.656 0.950 0.998
P 1.653 -0.598 -0.193
C -0.137 -0.503 0.270
H -0.422 -1.152 1.070
H 0.121 1.446 0.753
C -0.770 0.837 0.260
H -0.985 1.241 -0.779
Br 4.134 -0.047 -0.231
*
```

Summary:
LUMO level (spin up / spin down)   -1.5 / -1.0 eV
E_tot   -81499.7392 eV
Energy relative to the best compared isomer or geometry (same formula, charge and spin)   3.411 eV
Gap between HOMO and LUMO (spin up / spin down)   7.1644 / 7.3946 eV
HOMO level (spin up / spin down)   -0.3182 / -0.3097 Eh

These are the Löwdin partial charges, in e, on atoms 1 to 2: number 1, H, carries -0.076; number 2, H, carries -0.041

# 2
Below is a cluster of 10 separate species, C15H50N8O10 in total in a non-equilibrium geometry, with properties calculated with wB97M-V/def2-TZVPD.

```
! RIJCOSX wB97M-V def2-TZVPD def2/J DEFGRID3
* xyz 0 1
C -16.296 -14.905 -9.694
H -12.790 -9.028 -9.807
C -16.252 -8.394 -12.808
H -15.402 -12.220 -17.894
H -10.444 -14.602 -12.161
H -17.454 -13.528 -13.533
H -13.960 -10.373 -14.997
H -13.225 -11.491 -16.771
H -13.146 -9.962 -13.446
H -15.087 -16.438 -13.336
O -15.198 -12.353 -12.271
H -9.716 -12.982 -13.528
C -15.664 -12.351 -13.679
N -11.748 -8.347 -14.505
H -15.908 -10.591 -9.817
H -15.512 -8.384 -10.799
H -11.764 -11.669 -13.217
H -17.563 -9.815 -9.841
C -17.210 -12.484 -13.753
H -13.135 -12.586 -10.039
H -16.768 -12.401 -9.227
C -12.986 -17.088 -13.687
H -15.262 -11.508 -14.266
H -13.900 -10.586 -7.447
H -14.198 -15.462 -14.359
H -11.159 -7.632 -15.056
O -14.110 -11.735 -16.367
H -17.696 -11.693 -13.202
C -15.174 -8.085 -11.791
H -14.860 -8.542 -14.139
H -17.184 -11.081 -10.953
H -14.768 -16.118 -9.598
H -15.745 -9.694 -16.151
H -11.828 -8.103 -13.500
O -16.999 -15.481 -8.709
O -17.438 -11.671 -9.062
H -14.863 -7.020 -11.764
H -16.417 -9.434 -12.767
H -11.420 -12.223 -9.682
H -10.577 -14.272 -14.340
H -12.810 -10.826 -8.759
C -14.989 -11.377 -17.362
H -12.981 -17.649 -12.757
O -13.773 -15.163 -12.398
H -12.600 -12.879 -14.073
H -11.657 -12.388 -11.451
H -14.817 -11.538 -12.024
O -12.854 -10.262 -11.936
N -15.065 -15.271 -9.988
C -10.708 -13.437 -13.616
O -12.746 -8.809 -16.507
H -12.901 -14.835 -12.478
N -12.216 -9.921 -9.770
H -17.712 -13.676 -10.373
H -11.440 -9.817 -9.000
C -14.143 -12.368 -8.278
H -17.496 -12.252 -14.777
H -14.675 -15.071 -10.881
N -13.407 -11.334 -8.022
H -12.080 -16.617 -13.773
C -12.675 -8.983 -15.121
H -16.165 -13.483 -11.213
H -15.063 -13.137 -14.231
H -14.386 -10.933 -18.129
C -11.657 -12.346 -14.012
O -11.107 -13.893 -12.307
N -16.682 -13.925 -10.459
O -15.215 -12.685 -7.401
C -14.108 -16.000 -13.457
C -16.998 -10.727 -9.951
N -13.640 -13.101 -9.236
N -13.487 -9.669 -14.388
H -16.962 -11.033 -16.378
H -16.594 -10.061 -17.755
C -16.104 -10.482 -16.841
H -13.268 -17.685 -14.589
H -11.388 -11.925 -14.920
N -11.807 -11.814 -10.616
H -17.178 -7.927 -12.378
H -14.221 -13.918 -9.409
C -12.209 -10.649 -10.798
H -14.349 -8.692 -12.068
O -15.591 -7.989 -13.987
*
```

Summary:
LUMO level   -0.7 eV
E_tot   -48756.3867 eV
Energy relative to the best compared isomer or geometry (same formula, charge and spin)   3.434 eV
Gap between HOMO and LUMO   7.7995 eV
HOMO level   -0.3123 Eh

These are the Löwdin partial charges, in e, on atoms 1 to 2: number 1, C, carries -0.635; number 2, H, carries 0.188

# 3
Below is a cluster of 2 separate species, CH3Br2P in total in a non-equilibrium geometry, with properties calculated with wB97M-V/def2-TZVPD.

```
! RIJCOSX wB97M-V def2-TZVPD def2/J DEFGRID3
* xyz 0 3
H 2.032 -0.659 -0.009
H 1.191 -2.103 -0.543
C 1.163 -1.099 -0.313
Br -2.841 0.231 0.131
P -1.287 1.186 1.256
H 0.438 -0.328 -0.397
Br -0.696 2.771 -0.125
*
```

Summary:
LUMO level (spin up / spin down)   0.3 / -1.6 eV
E_tot   -150457.1883 eV
Energy relative to the best compared isomer or geometry (same formula, charge and spin)   0.078 eV
Gap between HOMO and LUMO (spin up / spin down)   8.5577 / 8.9503 eV
HOMO level (spin up / spin down)   -0.3046 / -0.3871 Eh

These are the Löwdin partial charges, in e, on atoms 1 to 2: number 1, H, carries -0.048; number 2, H, carries -0.030

# 4
Below is a cluster of 2 separate species, C4H5NOS in total in a non-equilibrium geometry, with properties calculated with wB97M-V/def2-TZVPD.

```
! RIJCOSX wB97M-V def2-TZVPD def2/J DEFGRID3
* xyz 0 1
H -1.882 0.088 -1.507
C 0.972 -0.033 2.026
O 1.799 0.397 -1.690
H 0.643 -0.636 3.003
N 0.062 0.040 1.159
C -1.559 0.594 -0.555
C 1.518 -0.738 -1.773
S 1.055 -2.185 -1.762
C -0.528 -0.146 0.120
H 1.950 0.254 1.876
H -1.469 1.594 -0.850
H -2.560 0.769 -0.047
*
```

Summary:
LUMO level   0.6 eV
E_tot   -18598.7206 eV
Energy relative to the best compared isomer or geometry (same formula, charge and spin)   3.198 eV
Gap between HOMO and LUMO   8.1789 eV
HOMO level   -0.2773 Eh

These are the Löwdin partial charges, in e, on atoms 1 to 2: number 1, H, carries 0.079; number 2, C, carries -0.051

# 5
Below is a structure of composition C10H26MnO6P3S3, with properties calculated with wB97M-V/def2-TZVPD.

```
! RIJCOSX wB97M-V def2-TZVPD def2/J DEFGRID3
* xyz -1 2
H -3.795 -0.656 -2.172
H -2.519 -2.935 -1.382
H -2.145 -0.235 -2.640
H 3.829 -3.140 0.512
H -3.367 -1.656 1.590
H -4.424 -1.703 0.153
H -4.014 1.539 -0.963
H -1.393 -3.028 0.009
C -2.909 -0.091 -1.869
C -3.680 -1.116 0.696
H 2.547 -0.088 2.811
H -3.494 1.889 -2.615
H 0.207 3.124 -2.016
P 2.077 -1.218 0.200
C -1.699 -2.442 -0.855
H 4.152 1.780 3.227
H 5.038 0.319 2.752
H -1.417 4.290 0.109
H 3.889 -5.191 -0.925
H 4.753 -2.839 -0.969
C -0.704 2.647 -2.380
P -2.193 -0.778 -0.309
O 3.305 -0.474 0.922
H 2.239 -4.567 -0.727
H -2.771 4.355 -1.064
S -0.695 1.959 2.670
H -2.957 3.570 0.543
P -1.705 2.165 -0.932
H 2.320 1.207 1.640
H -1.241 3.333 -3.039
H 4.781 1.623 1.579
H 3.121 -4.278 -2.239
O 0.126 2.482 1.512
C -3.201 1.400 -1.683
O -0.113 0.652 3.014
H -0.407 1.756 -2.933
H -0.831 -2.350 -1.508
O 2.908 -1.982 -0.949
Mn -0.796 0.792 0.585
C 3.219 -4.359 -1.155
O -0.886 2.894 3.745
C 3.024 0.452 1.993
C 4.332 1.079 2.411
C 3.761 -3.071 -0.575
H -4.110 -0.170 1.026
S 0.995 0.112 -0.861
O -2.014 1.617 1.945
C -2.281 3.760 -0.290
S 1.141 -2.430 1.408
*
```

Summary:
LUMO level (spin up / spin down)   2.7 / 2.7 eV
E_tot   -114775.9209 eV
Energy relative to the best compared isomer or geometry (same formula, charge and spin)   0.737 eV
Gap between HOMO and LUMO (spin up / spin down)   7.7176 / 7.5678 eV
HOMO level (spin up / spin down)   -0.1840 / -0.1782 Eh

These are the Löwdin partial charges, in e, on atoms 1 to 2: number 1, H, carries 0.079; number 2, H, carries 0.041